The following is a quantum chemistry calculation of a cluster of 6 separate species, C31H26BF5I2O19 in total in a non-equilibrium geometry, from OMol25.

For the frontier orbital gap, the calculation gives 6.61 eV. The spin multiplicity is 1. As for the SMILES: C#Cc1c(/C(I)=C(\C)I)cc2c(c1CB(O)O)C(=O)C=CC2=O.O=C1OC[C@@H](F)O1.O=C1OC[C@@H](F)O1.O=C1OC[C@@H](F)O1.O=C1OC[C@@H](F)O1.O=C1OC[C@@H](F)O1. As for the total energy: -101919.6660 eV.

Each line ends with the Löwdin charge.
Atoms and positions in Å:
C -5.471 -4.376 -0.201  0.084
C -4.977 -3.538 -1.241  -0.057
C -3.890 -2.755 -2.243  -0.037
C -3.227 -3.648 -3.486  -0.132
C -3.610 -5.236 -3.756  -0.673
I -5.584 -5.911 -4.536  0.670
C -2.538 -6.254 -3.469  -0.694
C -1.024 -5.836 -2.909  -0.166
I -2.845 -8.428 -3.796  0.677
C -2.119 -2.978 -4.494  0.057
C -1.704 -1.401 -4.230  0.009
C -2.357 -0.461 -3.012  0.023
C -3.461 -1.160 -2.024  -0.026
C -4.179 -0.333 -0.805  -0.069
B -3.607 -0.756 0.715  -0.428
O -4.319 -1.840 1.425  0.020
O -2.480 -0.092 1.397  0.052
C -1.804 1.076 -2.904  -0.196
O -2.402 2.109 -2.309  -0.042
C -0.357 1.414 -3.664  0.036
C 0.222 0.573 -4.759  0.017
C -0.534 -0.795 -5.260  -0.220
O -0.275 -1.478 -6.379  -0.045
H -5.830 -5.065 0.704  0.080
H -0.520 -6.704 -2.281  0.079
H -1.032 -4.871 -2.246  0.081
H -0.375 -5.592 -3.875  0.092
H -1.635 -3.624 -5.342  0.121
H -4.211 0.829 -0.936  0.113
H -5.319 -0.687 -0.793  0.121
H -5.320 -1.772 1.306  0.109
H -2.694 -0.081 2.377  0.111
H 0.255 2.372 -3.346  0.110
H 1.242 0.841 -5.308  0.134
C 1.091 4.285 -0.948  -0.063
C 2.162 4.325 0.089  -0.322
O 2.747 3.045 0.007  0.150
C 2.574 2.659 -1.289  -0.498
O 3.179 1.739 -1.815  0.141
O 1.646 3.433 -1.929  0.035
F 1.632 4.472 1.324  0.083
H 0.157 3.851 -0.575  0.154
H 0.877 5.274 -1.363  0.138
H 2.925 5.091 -0.084  0.160
C 1.027 -1.118 2.995  -0.066
C 0.540 -0.806 4.369  -0.326
O -0.074 -2.006 4.781  0.146
C 0.594 -2.992 4.119  -0.491
O 0.541 -4.174 4.416  0.135
O 1.340 -2.494 3.085  0.074
F -0.400 0.164 4.338  0.075
H 0.259 -0.970 2.229  0.145
H 1.910 -0.533 2.724  0.151
H 1.332 -0.536 5.075  0.181
C 4.721 8.590 -2.638  -0.072
C 4.297 7.255 -3.148  -0.326
O 3.550 6.717 -2.080  0.124
C 3.019 7.796 -1.440  -0.497
O 2.100 7.733 -0.640  0.145
O 3.638 8.959 -1.808  0.082
F 5.368 6.458 -3.362  0.087
H 5.637 8.544 -2.040  0.152
H 4.863 9.316 -3.442  0.148
H 3.676 7.295 -4.049  0.181
C 2.752 -6.184 3.213  -0.084
C 2.047 -7.468 3.491  -0.330
O 2.839 -8.428 2.828  0.140
C 4.102 -7.917 2.842  -0.504
O 5.106 -8.569 2.611  0.140
O 4.106 -6.585 3.153  0.074
F 0.816 -7.473 2.932  0.080
H 2.461 -5.740 2.255  0.152
H 2.596 -5.446 4.004  0.125
H 1.976 -7.721 4.554  0.179
C -1.583 5.130 4.000  -0.075
C -0.512 5.169 5.036  -0.331
O 0.073 3.890 4.954  0.144
C -0.100 3.503 3.659  -0.504
O 0.505 2.583 3.133  0.131
O -1.028 4.277 3.019  0.070
F -1.042 5.317 6.271  0.080
H -2.517 4.695 4.372  0.150
H -1.796 6.118 3.585  0.146
H 0.252 5.935 4.864  0.179

Force components x, y, z for each atom (eV/Å):
C 3.7871 5.5771 -6.8688
C -1.0350 -5.0468 6.3846
C 1.1957 0.1513 -1.5204
C 0.7344 2.3144 0.0109
C 4.0075 -1.7477 1.4636
I 1.8448 0.9875 0.7921
C -1.9748 3.5385 -0.1815
C -0.2042 -0.0701 -0.5991
I 0.2991 2.0510 0.2809
C -1.9833 2.6597 3.6871
C -1.2653 -1.4706 1.0940
C -0.5616 -3.4812 -0.7383
C 0.9293 -1.1371 -1.9592
C -0.7605 -0.5453 -0.3891
B 0.0774 -0.5935 1.3572
O -0.2244 3.0287 -0.9293
O -3.2087 -1.3918 -0.2441
C -1.2271 3.5012 1.2232
O 3.2365 -6.3307 -3.1703
C 1.1151 -2.6609 -2.7836
C -1.9090 0.9811 2.2282
C 0.1101 -2.4751 -2.7734
O -1.2286 4.3556 6.6945
H 0.7809 2.0387 -2.7194
H -1.2762 1.7337 -1.5492
H -0.3234 -1.8452 -1.3361
H -1.2559 -0.6768 2.1313
H -1.0523 1.5840 1.8157
H 0.5156 -2.2970 -0.1697
H 2.4110 0.6395 -0.1872
H 2.1766 -0.3818 -0.1982
H 0.5938 -0.3482 -1.5914
H -1.7116 -2.1465 -0.5669
H -2.5117 -0.5524 1.3478
C -1.1147 0.8840 -0.3333
C -0.0353 0.3114 0.8596
O -0.0038 0.0205 -1.0609
C 1.4564 -2.5034 -1.3495
O -1.5339 2.1540 1.1714
O 0.9044 -0.6384 0.2362
F 0.1390 0.2231 0.1630
H 0.1912 0.0170 0.2058
H 0.1470 -0.2150 -0.0559
H -0.1264 -0.0651 0.1867
C 0.5430 0.7961 -1.0846
C -0.4704 0.7933 0.1850
O 0.7524 -0.6309 -0.3217
C -0.1008 -2.7700 0.3241
O 0.1357 2.5893 -0.6869
O -0.4847 -0.8020 1.0117
F -0.1385 0.0601 0.2602
H -0.0819 0.1181 0.2599
H -0.0836 -0.2492 0.0423
H -0.2039 0.1115 0.0052
C 0.7723 0.9935 -0.3555
C 0.6253 -0.7058 -0.4613
O -0.4982 0.7531 0.1409
C -2.1315 0.3952 2.1316
O 2.1500 0.0105 -1.8017
O -0.7929 -0.9399 0.3915
F -0.0213 -0.1472 -0.1758
H -0.0750 -0.2438 -0.1395
H -0.1760 -0.0315 0.2192
H 0.1343 -0.1600 0.0401
C -0.1743 1.3686 0.3211
C -0.8486 -0.1200 -0.1538
O 0.7260 0.3733 0.3719
C 2.8408 -1.3674 -0.7191
O -2.3837 1.5626 0.4965
O 0.2631 -1.2235 -0.1913
F -0.2515 -0.1575 0.0780
H -0.1800 -0.2089 0.1058
H 0.1558 -0.1749 -0.1887
H -0.1690 -0.0308 -0.1350
C -0.9508 0.7084 -0.4842
C 0.0074 0.1301 0.8255
O -0.0111 0.1751 -0.8720
C 1.4157 -2.6075 -1.7156
O -1.5453 2.2028 1.3281
O 0.8194 -0.6329 0.3300
F 0.0753 0.1572 0.2623
H 0.2001 0.0511 0.2093
H 0.1020 -0.2342 -0.1027
H -0.0704 -0.0433 0.1900

***

The following is a quantum chemistry calculation of a cluster of 2 separate species, H3NO2 in total in a non-equilibrium geometry, from OMol25.

For the frontier orbital gap (spin up / spin down), the calculation gives 10.21 / 9.85 eV. The spin multiplicity is 1. The energy relative to the best compared isomer or geometry (same formula, charge and spin) is 217.2 kJ/mol. As for the total energy: -5628.5803 eV.

Each line ends with the Löwdin charge.
Atoms and positions in Å:
N 0.993 0.026 0.151  -0.035
O -1.585 -0.115 0.136  -0.156
O -0.047 0.796 0.138  -0.165
H 1.429 -0.359 -0.729  0.137
H 1.016 -0.385 1.155  0.159
H -1.807 0.037 -0.851  0.060

Force components x, y, z for each atom (eV/Å):
N -0.6589 -0.3386 2.5217
O 0.8096 0.7830 -2.3198
O -0.5287 -0.5530 -1.0716
H -1.0735 0.3000 1.4295
H 0.9385 0.1022 -2.8046
H 0.5130 -0.2936 2.2448

***

The following is a quantum chemistry calculation of a cluster of 5 separate species, C2H13O4S in total in a non-equilibrium geometry, from OMol25.

Its net charge is -1. For the frontier orbital gap, the calculation gives 6.64 eV. The spin multiplicity is 1. The energy relative to the best compared isomer or geometry (same formula, charge and spin) is 86.8 kJ/mol. As for the total energy: -21311.6500 eV.

Each line ends with the Löwdin charge.
Atoms and positions in Å:
C 2.215 -0.224 3.828  -0.216
C 2.381 -0.461 2.282  -0.794
S 0.959 -1.149 1.437  0.356
H 3.044 -0.456 4.495  0.037
H 1.871 0.780 4.096  0.046
H 1.426 -0.961 4.043  0.026
H 2.793 0.464 1.886  0.029
H 3.174 -1.217 2.261  0.019
H -2.015 0.554 3.186  0.000
H -0.938 -0.086 2.255  -0.110
O -1.733 0.483 2.273  -0.142
H -2.525 1.591 -5.919  0.018
H -3.486 0.493 -6.553  0.026
O -2.826 1.166 -6.725  -0.066
H 0.011 -0.653 -0.743  -0.074
H 0.709 -1.645 -1.646  0.014
O 0.014 -0.978 -1.661  -0.131
H -1.281 0.126 -3.074  0.009
H -2.105 1.185 -2.439  0.033
O -1.686 0.988 -3.284  -0.082

Force components x, y, z for each atom (eV/Å):
C -1.4233 -0.6065 -0.4829
C 1.3871 0.0153 1.5923
S -0.4847 0.0567 -0.0367
H 0.5133 -0.0483 -0.3896
H -0.1851 -0.1103 -0.2023
H 0.0300 0.4082 0.5729
H -0.0781 0.0464 -0.5592
H 0.1088 0.1431 -0.4427
H 0.1438 -0.1300 0.1007
H 0.3583 -0.0747 -0.1427
O -0.4692 0.2673 -0.0722
H -0.2439 -0.4485 0.4476
H 0.1001 0.1132 0.5963
O 0.1994 0.2890 -0.9392
H 0.2958 -0.0710 0.1782
H -0.0579 0.1135 0.1692
O -0.2903 0.0274 -0.4133
H 0.2652 0.2728 -0.1105
H 0.0080 0.2257 -0.0904
O -0.1774 -0.4892 0.2246